[1]
Entry from the OMol25 dataset: a cluster of 10 separate species, C24H71BO9 in total at a distorted geometry (the ωB97M-V functional and the def2-TZVPD basis).

The calculation puts the relative energy (zero: lowest compared OMol25 entry of this formula, charge and spin) at 0.0 kcal per mole. As for the HOMO energy: -9.50 eV. The orbital gap comes out at 9.71 eV. For the maximum force, the calculation gives 1.8 eV/Å. Its spin multiplicity is 1.

Atoms and positions in Å:
1 H -23.833 -18.077 -12.518
2 H -29.525 -11.658 -10.756
3 H -24.410 -15.848 -15.085
4 C -24.281 -18.940 -13.021
5 H -20.882 -12.305 -15.687
6 C -24.346 -20.074 -12.014
7 H -22.404 -19.352 -13.957
8 H -22.344 -10.063 -10.891
9 H -27.130 -12.619 -13.519
10 H -24.827 -16.374 -17.204
11 C -25.029 -9.602 -11.050
12 C -20.876 -14.846 -14.602
13 H -26.681 -12.187 -5.309
14 H -24.799 -9.418 -10.000
15 C -26.973 -17.880 -9.389
16 H -23.928 -13.007 -7.236
17 H -20.921 -14.664 -13.525
18 C -23.472 -19.393 -14.227
19 C -26.343 -14.966 -16.565
20 H -28.684 -12.444 -9.466
21 H -23.562 -18.734 -15.088
22 H -24.103 -12.750 -11.113
23 H -28.924 -18.791 -8.829
24 H -25.630 -15.537 -12.367
25 H -19.914 -14.510 -14.995
26 C -21.418 -15.572 -8.053
27 H -23.197 -14.408 -13.798
28 H -22.175 -15.518 -10.652
29 H -23.583 -20.448 -14.481
30 H -28.814 -17.068 -8.573
31 H -25.628 -14.147 -16.519
32 C -26.163 -11.508 -5.990
33 C -27.719 -12.066 -12.780
34 C -22.793 -10.470 -11.797
35 H -25.257 -13.926 -6.493
36 H -24.194 -15.706 -12.334
37 H -20.965 -15.147 -7.156
38 C -20.775 -15.114 -9.347
39 H -22.551 -12.098 -15.924
40 B -23.975 -14.687 -11.796
41 H -26.092 -18.403 -16.476
42 H -26.784 -10.612 -6.054
43 H -26.037 -16.593 -7.955
44 H -27.812 -18.612 -10.984
45 C -28.514 -11.884 -10.389
46 H -25.196 -11.259 -5.553
47 H -22.741 -9.766 -12.633
48 H -26.908 -14.936 -17.504
49 H -27.096 -14.841 -15.785
50 O -23.262 -14.498 -14.779
51 H -25.096 -13.881 -8.223
52 H -20.458 -13.039 -8.840
53 H -20.911 -15.931 -14.718
54 C -24.979 -13.265 -7.322
55 H -21.985 -14.392 -16.406
56 C -27.740 -12.687 -11.409
57 O -27.275 -17.834 -10.796
58 C -26.618 -17.482 -16.744
59 H -22.230 -11.350 -12.109
60 H -22.011 -12.262 -14.264
61 H -19.700 -15.305 -9.254
62 O -24.311 -11.916 -10.646
63 C -25.958 -12.094 -7.383
64 C -28.232 -17.995 -8.545
65 H -22.034 -13.377 -9.597
66 C -26.211 -16.615 -9.031
67 H -21.443 -16.656 -7.917
68 H -20.587 -13.327 -10.577
69 H -26.333 -18.745 -9.181
70 C -21.844 -12.628 -15.277
71 H -23.029 -14.178 -12.263
72 H -26.919 -17.556 -17.786
73 C -24.257 -10.814 -11.550
74 H -26.924 -12.402 -7.802
75 H -27.216 -15.127 -11.997
76 H -27.303 -11.056 -12.781
77 H -24.898 -13.987 -11.991
78 C -25.659 -16.333 -16.493
79 H -26.650 -16.645 -11.659
80 H -28.709 -12.052 -13.247
81 H -29.287 -13.954 -11.515
82 H -26.103 -9.792 -11.120
83 O -25.137 -16.499 -15.164
84 O -28.326 -14.010 -11.527
85 H -24.787 -20.990 -12.404
86 H -22.490 -15.330 -8.081
87 H -23.335 -20.303 -11.663
88 H -26.734 -12.866 -11.020
89 H -26.706 -15.712 -9.387
90 H -28.109 -10.914 -10.103
91 H -24.808 -8.731 -11.662
92 H -25.606 -18.089 -14.196
93 H -23.774 -14.805 -10.650
94 H -25.152 -11.400 -9.026
95 O -25.351 -11.048 -8.140
96 O -26.609 -15.859 -12.310
97 H -24.893 -19.795 -11.108
98 H -27.468 -17.421 -16.062
99 C -21.996 -14.146 -15.339
100 H -27.945 -18.123 -7.500
101 H -25.200 -16.631 -9.451
102 O -21.285 -15.864 -10.456
103 C -20.973 -13.629 -9.603
104 H -24.705 -11.127 -12.503
105 O -25.628 -18.709 -13.448

[2]
Entry from the OMol25 dataset: a cluster of 9 separate species, C24H71N13O9 in total at a distorted geometry (the ωB97M-V functional and the def2-TZVPD basis).

The calculation puts the relative energy (zero: lowest compared OMol25 entry of this formula, charge and spin) at 39.5 kcal per mole. As for the HOMO energy: -8.86 eV. The orbital gap comes out at 9.27 eV. For the maximum force, the calculation gives 4.3 eV/Å. Its spin multiplicity is 1.

Atoms and positions in Å:
1 O 1.622 3.372 -2.503
2 H -4.037 3.710 -1.540
3 H -3.191 -1.074 2.046
4 H 5.247 2.064 4.923
5 C -3.625 -0.572 2.951
6 H -2.800 1.226 2.582
7 H -0.486 5.497 -3.656
8 H 3.514 2.480 4.640
9 H -1.427 3.858 -2.199
10 C 4.513 2.127 4.164
11 C 5.094 -1.151 6.421
12 C 0.824 -7.234 3.473
13 H -0.384 2.893 -1.174
14 H 1.135 -1.698 -6.008
15 C -3.649 -1.506 4.152
16 H 1.063 -4.319 -0.607
17 C -1.641 3.131 -5.244
18 O -2.580 3.912 -4.444
19 H 3.203 -0.543 4.854
20 O 5.141 -0.164 5.464
21 H 2.954 -0.125 -2.369
22 N -0.524 3.526 -1.956
23 H 2.462 1.527 -2.641
24 H -6.630 3.264 -2.695
25 C -3.665 3.067 -4.181
26 C -0.424 -0.161 -1.490
27 N 3.070 0.912 -2.145
28 C 3.943 1.277 -1.214
29 H -1.317 -2.829 1.828
30 H -0.384 3.004 1.577
31 H -1.191 -4.155 2.953
32 O 4.638 0.457 -0.582
33 N -6.006 2.930 -3.390
34 H 1.820 -7.533 3.156
35 H 5.141 2.696 -0.658
36 C -4.879 0.176 0.355
37 H 1.100 5.462 -3.856
38 C -4.854 3.863 -3.648
39 N 0.125 -4.226 -0.160
40 C -4.384 4.443 -2.300
41 H 0.722 -0.008 0.230
42 H 4.461 -1.200 -1.245
43 H 5.788 -0.799 7.243
44 H -5.233 4.937 -1.786
45 N 4.196 2.605 -1.002
46 C -0.356 0.240 -0.030
47 H 4.546 -2.805 -1.971
48 C 4.207 -0.335 4.415
49 H -1.993 -4.442 1.509
50 H 4.749 2.853 3.408
51 C 0.553 3.926 -2.693
52 H 3.025 1.401 2.008
53 H -1.962 0.441 3.731
54 H 1.382 -6.132 1.119
55 H -5.497 -1.342 2.406
56 O 1.720 0.411 -6.693
57 H -1.077 -0.460 0.483
58 H -3.599 5.187 -2.377
59 N 1.053 1.182 -4.615
60 O 0.635 -5.901 3.029
61 C -1.797 -0.242 -2.118
62 H 2.283 0.861 3.352
63 H 0.727 -1.379 -4.280
64 C -5.105 -0.317 2.666
65 H -6.594 2.732 -4.228
66 H -5.229 0.866 -0.408
67 C 0.454 -5.853 1.591
68 H -2.363 0.554 -1.588
69 H 4.099 -1.237 6.812
70 H -1.809 -0.120 -3.198
71 H -2.087 2.853 -6.232
72 H -3.804 0.197 0.260
73 O -5.373 0.596 1.623
74 H 4.571 -1.267 3.863
75 O -0.739 1.558 0.193
76 C 3.431 -2.788 -0.249
77 C -1.099 -3.913 1.869
78 H -0.276 -2.255 -1.489
79 H 0.117 0.649 -2.012
80 O 2.976 -3.927 -0.298
81 H -3.950 2.565 -5.053
82 C 0.116 -4.420 1.287
83 H -0.310 -6.529 1.292
84 H 5.415 -2.128 6.077
85 H -5.247 -0.825 0.129
86 H 1.350 2.162 -4.715
87 H 3.908 3.214 -1.700
88 H -2.545 -1.778 4.329
89 H -5.129 4.751 -4.269
90 H 1.154 -1.541 -1.210
91 N 0.321 4.883 -3.570
92 H -4.194 -2.470 4.062
93 N -2.947 0.637 3.381
94 N 3.197 -1.931 0.833
95 H 5.115 0.564 2.719
96 N 1.073 -1.128 -5.205
97 H 0.736 -7.261 4.570
98 H -0.705 3.743 -5.358
99 N 3.067 0.671 2.683
100 H 0.914 1.762 1.285
101 H -3.986 -0.957 5.001
102 H -1.423 2.261 -4.697
103 H 3.766 -1.138 0.981
104 H -0.010 -7.906 3.152
105 H 0.909 -3.806 1.684
106 C -0.134 1.968 1.413
107 N 0.278 -1.453 -1.759
108 H -2.334 -1.136 -1.786
109 C 4.260 0.829 3.404
110 H -0.483 -4.900 -0.536
111 N 4.101 -2.182 -1.291
112 H -0.319 1.346 2.271
113 H 0.548 1.024 -3.764
114 H -3.357 2.244 -3.432
115 H -5.612 0.096 3.469
116 H 2.953 -2.312 1.753
117 C 1.268 0.175 -5.604